The following is a DFT calculation (ωB97M-V/def2-TZVPD) of one molecule with the formula C22H25N3O4.

Geometry as ORCA input:
```
! RIJCOSX wB97M-V def2-TZVPD def2/J DEFGRID3
* xyz 0 1
C -0.41078 -2.08453 0.82884
O 0.10202 -1.13416 1.73792
C 1.47634 -1.28283 1.98398
C 1.93471 -0.29785 3.03848
C 1.19081 0.83782 3.31879
C 1.64664 1.74776 4.25745
C 2.84913 1.53367 4.90862
C 3.59761 0.40370 4.62145
C 3.14353 -0.51094 3.68845
C 2.30552 -1.01576 0.76617
N 3.26966 -1.73892 0.30220
N 3.76064 -1.09333 -0.77683
C 3.07123 -0.01230 -0.91561
C 3.16317 1.00852 -1.98583
C 2.05440 0.76867 -3.02875
C 0.71849 0.51976 -2.34325
O 0.32000 -0.61632 -2.15360
N 0.02270 1.59686 -1.90894
C 0.32391 2.95922 -2.28415
C -1.23497 1.35093 -1.23367
C -2.40521 1.27088 -2.23077
O -3.61919 0.94378 -1.60491
C -3.87739 -0.36035 -1.27432
C -5.10950 -0.57856 -0.65708
C -5.49258 -1.85250 -0.29298
C -4.65540 -2.92978 -0.53901
C -3.43428 -2.71389 -1.14900
C -3.03512 -1.43852 -1.51827
O 2.13026 0.11007 0.04758
H -0.17317 -3.10371 1.15403
H -1.49079 -1.94716 0.82298
H -0.01776 -1.93409 -0.18199
H 1.70828 -2.31375 2.30084
H 0.25471 0.98992 2.80574
H 1.06109 2.62808 4.47867
H 3.20445 2.24598 5.63861
H 4.53713 0.23389 5.12591
H 3.72516 -1.39104 3.45555
H 3.06113 1.99507 -1.52970
H 4.14086 0.92821 -2.45950
H 2.29265 -0.14143 -3.58182
H 2.00565 1.60520 -3.72419
H 0.15450 3.13021 -3.35165
H 1.35445 3.21958 -2.04536
H -0.32838 3.62651 -1.72515
H -1.15001 0.40346 -0.69725
H -1.41926 2.14527 -0.50730
H -2.16004 0.55648 -3.02618
H -2.57608 2.25272 -2.68440
H -5.74895 0.27143 -0.47709
H -6.44924 -2.00648 0.18384
H -4.95387 -3.92747 -0.25509
H -2.77024 -3.54338 -1.34220
H -2.06863 -1.31459 -1.98025
*
```

Properties
- SMILES = CO[C@H](c1ccccc1)c1nnc(CCC(=O)N(C)CCOc2ccccc2)o1
- HOMO energy (eV) = -8.498
- ΔE to the lowest compared entry with this formula, charge and spin (eV) = 2.933
- HOMO-LUMO gap (Ha) = 0.3304

Here are the Löwdin charges for atoms 1 to 5, given in e: atom 1 (C): -0.07, atom 2 (O): -0.13, atom 3 (C): -0.24, atom 4 (C): -0.16, atom 5 (C): -0.02



The following is a DFT calculation (ωB97M-V/def2-TZVPD) of a 9-piece molecular cluster, C31H62BCl6F4NO8S3 overall.

Geometry as ORCA input:
```
! RIJCOSX wB97M-V def2-TZVPD def2/J DEFGRID3
* xyz 0 1
C 1.58807 -6.18694 -3.38630
C 2.05393 -4.97497 -2.57292
C 1.29281 -3.69616 -2.95809
C 1.78074 -2.57770 -2.05086
N 1.18062 -1.22302 -2.28696
C 1.70635 -0.49537 -3.50182
C 3.07592 0.09894 -3.15148
C 3.03337 0.21643 -1.63579
C 1.69945 -0.31978 -1.16792
C -0.31034 -1.22339 -2.24643
H 0.52019 -6.35758 -3.31179
H 2.09871 -7.10274 -3.08251
H 1.98244 -5.99828 -4.39101
H 3.13781 -4.89124 -2.51682
H 1.75066 -5.21075 -1.54202
H 0.22662 -3.87168 -2.83050
H 1.52593 -3.39164 -3.98259
H 2.85675 -2.40294 -2.03246
H 1.54517 -2.84643 -1.01786
H 0.98064 0.29403 -3.69887
H 1.66417 -1.17122 -4.35563
H 3.35175 1.03047 -3.63548
H 3.81363 -0.62374 -3.51535
H 3.02354 1.27977 -1.39858
H 3.83115 -0.26921 -1.07705
H 0.93646 0.45607 -1.07329
H 1.64834 -0.81298 -0.19703
H -0.74998 -0.25082 -2.46939
H -0.62802 -1.45904 -1.23110
H -0.65496 -1.95736 -2.96852
B -0.78027 -0.41191 1.35577
F -1.67968 -1.29739 0.72804
F -1.29206 -0.04498 2.61198
F 0.46937 -1.03955 1.52700
F -0.60285 0.73449 0.53247
C 3.72083 2.24503 4.28576
C 2.18833 2.12072 4.11056
C 2.00306 1.21423 2.91768
S 3.32159 1.69158 1.73020
O 2.80653 2.55218 0.70079
O 4.12083 0.53140 1.40467
C 4.25463 2.73485 2.94923
H 4.16030 1.30932 4.63113
H 3.97990 3.04794 4.97967
H 1.78898 3.11568 3.89460
H 1.75002 1.77639 5.04448
H 1.06179 1.21447 2.36872
H 2.16621 0.18766 3.25146
H 3.85509 3.74457 2.83645
H 5.32849 2.77176 2.79702
C -1.06473 5.06842 -2.36053
C -0.73341 4.69378 -0.95154
C 0.29195 3.57663 -0.91084
S 1.22850 3.78096 -2.43144
O 1.11605 2.59497 -3.25466
O 2.54876 4.29476 -2.11131
C 0.24659 5.15780 -3.12364
H -1.69485 5.95731 -2.41984
H -1.67479 4.33834 -2.90725
H -1.60837 4.46938 -0.33302
H -0.46765 5.61822 -0.41628
H -0.29874 2.65753 -0.88236
H 0.89926 3.55725 -0.01072
H 0.26551 5.02059 -4.20037
H 0.74354 6.07076 -2.79213
C -5.31632 0.16255 -2.71079
C -5.31973 0.09914 -1.18396
C -3.93341 0.55399 -0.71128
S -3.44475 1.92160 -1.84686
O -2.16287 1.66723 -2.48905
O -3.77087 3.18936 -1.21483
C -4.79349 1.56419 -3.01352
H -6.32509 0.05276 -3.10346
H -4.65046 -0.59600 -3.12421
H -5.59815 -0.86266 -0.75706
H -6.05572 0.81857 -0.81453
H -3.13837 -0.14936 -0.96737
H -3.74787 0.91289 0.29668
H -4.51638 1.73937 -4.05294
H -5.54371 2.32290 -2.78472
O -3.33132 5.24912 4.57831
C -2.76616 4.45328 3.86976
O -3.41826 3.53622 3.17257
C -2.56627 2.82719 2.23505
C -1.19175 3.02256 2.83884
C -1.27613 4.38088 3.51137
H -2.71139 3.35214 1.28554
H -2.92014 1.80957 2.10549
H -0.39811 3.03563 2.08613
H -0.94056 2.19058 3.49858
H -1.07271 5.20980 2.83160
H -0.69027 4.51120 4.41853
Cl -3.15404 -3.01094 -1.36519
C -2.93209 -4.36362 -0.22462
C -1.61354 -5.08711 -0.44628
Cl -1.69225 -5.93047 -1.98480
H -3.73517 -5.07810 -0.37520
H -2.90263 -3.87446 0.74693
H -1.40577 -5.72201 0.41372
H -0.78510 -4.38368 -0.54617
Cl 4.26599 -3.76353 0.25306
C 3.77995 -2.48994 1.41749
C 2.51631 -2.95225 2.12468
Cl 2.76641 -4.29535 3.25118
H 3.61258 -1.55447 0.88882
H 4.64844 -2.41835 2.06519
H 1.72188 -3.21891 1.43175
H 2.13365 -2.08203 2.66597
Cl -1.07452 -3.35720 6.02592
C -1.14567 -2.64780 4.38177
C -0.73603 -3.65102 3.32414
Cl -1.81020 -5.06628 3.32795
H -0.49289 -1.77682 4.37812
H -2.13824 -2.22278 4.26341
H 0.30742 -3.93802 3.41562
H -0.91488 -3.20545 2.34730
*
```

Properties
- HOMO energy (eV) = -9.828
- HOMO-LUMO gap (Ha) = 0.3721

Here are the Löwdin charges for atoms 1 to 5, given in e: atom 1 (C): -0.11, atom 2 (C): -0.26, atom 3 (C): -0.17, atom 4 (C): -0.13, atom 5 (N): -0.23



The following is a DFT calculation (ωB97M-V/def2-TZVPD) of a 2-piece molecular cluster, H2N2O3S overall.

Geometry as ORCA input:
```
! RIJCOSX wB97M-V def2-TZVPD def2/J DEFGRID3
* xyz 0 1
N 0.17548 -0.27922 0.26843
N -2.63899 -0.74081 0.16878
O -2.49702 0.47016 0.20332
O -3.55238 -1.40132 -0.26159
O 1.67417 -2.20493 -0.09795
S 0.30536 -1.92069 0.27167
H 0.94735 0.31434 0.01787
H -0.72011 0.20258 0.38253
*
```

Properties
- HOMO energy (spin up / spin down) (eV) = -10.729 / -7.614
- ΔE to the lowest compared entry with this formula, charge and spin (eV) = 2.666
- HOMO-LUMO gap (spin up / spin down) (Ha) = 0.3659 / 0.1676

Here are the Löwdin charges for atoms 1 to 5, given in e: atom 1 (N): -0.27, atom 2 (N): -0.17, atom 3 (O): 0.05, atom 4 (O): 0.12, atom 5 (O): -0.57